(1)
Formula: C5H39N2O14
Source: the Open Molecules 2025 dataset
Level of theory: ωB97M-V/def2-TZVPD

Its LUMO energy (spin up / spin down) is -0.1 / 0.1 eV. The highest occupied orbital energy (spin up / spin down) comes out at -2.11 / -9.75 eV. The gap between HOMO and LUMO (spin up / spin down) is 0.075 / 0.361 hartree. The value obtained for the relative energy (zero: lowest compared OMol25 entry of this formula, charge and spin) is 1.918 eV.

ORCA input file:
```
! RIJCOSX wB97M-V def2-TZVPD def2/J DEFGRID3
* xyz 0 2
C 2.930 3.267 -1.254
O 3.427 2.128 -0.389
C 1.506 3.200 -1.856
C 0.921 1.792 -1.749
C 0.713 1.427 -0.255
N 0.708 -1.654 -0.849
C -0.309 -0.889 -0.590
N -0.327 0.362 -0.206
H 3.662 3.212 -2.110
H 3.319 4.061 -0.572
H 4.263 1.675 -0.506
H 1.520 3.655 -2.865
H 0.947 3.807 -1.136
H -0.024 1.512 -2.304
H 1.616 1.036 -2.175
H 0.401 2.309 0.314
H 1.639 1.217 0.341
H 0.514 -2.668 -1.022
H 1.713 -1.356 -0.608
H -1.263 -1.406 -0.833
H -1.181 0.550 0.274
H -3.487 1.000 3.334
H -3.121 2.329 3.548
O -3.614 1.839 2.845
H -1.954 -0.451 -3.098
H -0.633 -1.045 -3.261
O -1.026 -0.209 -2.983
H -0.540 1.233 2.457
H -2.010 0.772 2.351
O -1.095 0.447 2.413
H -2.750 -3.511 -2.503
H -2.737 -2.068 -2.021
O -2.141 -2.776 -2.330
H -0.762 -3.332 2.682
H -0.318 -1.941 2.224
O -1.082 -2.433 2.571
H -4.343 0.891 1.187
H -3.698 -0.447 1.139
O -3.890 0.306 0.569
H -4.333 -0.012 -2.462
H -3.829 -0.434 -0.993
O -3.815 -0.650 -1.972
H 4.345 -1.416 0.677
H 4.204 -0.460 1.636
O 3.765 -0.636 0.790
H 1.699 3.190 3.564
H 2.739 3.088 2.510
O 2.474 2.646 3.323
H 3.546 -1.653 -3.573
H 2.163 -1.305 -2.953
O 3.074 -0.983 -3.062
H -3.218 -1.766 3.866
H -2.601 -1.772 2.481
O -3.365 -1.372 3.003
H 0.069 -4.598 -2.244
H 0.683 -4.875 -0.980
O 0.036 -4.255 -1.342
H 2.317 -0.393 2.534
H 1.015 0.233 2.465
O 1.538 -0.418 1.956
*
```

Taken from the natural (NBO) analysis, the atomic charges in e are: atom 1 (C): -0.07, atom 2 (O): -0.81, atom 3 (C): -0.43, atom 4 (C): -0.45, atom 5 (C): -0.29, atom 6 (N): -0.83, atom 7 (C): 0.37, atom 8 (N): -0.55, atom 9 (H): 0.17, atom 10 (H): 0.19, atom 11 (H): 0.50, atom 12 (H): 0.23, atom 13 (H): 0.20, atom 14 (H): 0.27, atom 15 (H): 0.22, atom 16 (H): 0.19, atom 17 (H): 0.28, atom 18 (H): 0.45, atom 19 (H): 0.44, atom 20 (H): 0.22, atom 21 (H): 0.43, atom 22 (H): 0.48, atom 23 (H): 0.47, atom 24 (O): -0.98, atom 25 (H): 0.49, atom 26 (H): 0.47, atom 27 (O): -0.96, atom 28 (H): 0.44, atom 29 (H): 0.49, atom 30 (O): -1.01, atom 31 (H): 0.48, atom 32 (H): 0.49, atom 33 (O): -1.00, atom 34 (H): 0.47, atom 35 (H): 0.51, atom 36 (O): -1.03, atom 37 (H): 0.51, atom 38 (H): 0.49, atom 39 (O): -0.99, atom 40 (H): 0.49, atom 41 (H): 0.52, atom 42 (O): -1.02, atom 43 (H): 0.45, atom 44 (H): 0.45, atom 45 (O): -1.00, atom 46 (H): 0.45, atom 47 (H): 0.47, atom 48 (O): -0.97, atom 49 (H): 0.47, atom 50 (H): 0.47, atom 51 (O): -0.98, atom 52 (H): 0.48, atom 53 (H): 0.51, atom 54 (O): -1.04, atom 55 (H): 0.46, atom 56 (H): 0.42, atom 57 (O): -1.10, atom 58 (H): 0.47, atom 59 (H): 0.46, atom 60 (O): -0.99

***

(2)
Formula: C5H3ClOS
Source: the Open Molecules 2025 dataset
Level of theory: ωB97M-V/def2-TZVPD

Its LUMO energy is -1.7 eV. As for the SMILES: C#C/C(Cl)=C/C(O)=S. The highest occupied orbital energy comes out at -8.84 eV. The gap between HOMO and LUMO is 0.261 hartree. The value obtained for the relative energy (zero: lowest compared OMol25 entry of this formula, charge and spin) is 4.371 eV.

ORCA input file:
```
! RIJCOSX wB97M-V def2-TZVPD def2/J DEFGRID3
* xyz 0 1
C -3.120 -1.351 -1.620
C -1.800 -0.935 -1.519
C -0.707 -0.415 -0.801
Cl 0.761 -1.622 -0.757
C -0.806 0.586 0.146
C 0.304 1.168 0.835
O -0.011 2.513 1.154
S 1.825 0.641 1.337
H -4.245 -1.343 -1.766
H -1.567 1.322 -0.011
H 0.532 2.907 1.775
*
```

Taken from the natural (NBO) analysis, the atomic charges in e are: atom 1 (C): -0.12, atom 2 (C): -0.08, atom 3 (C): 0.05, atom 4 (Cl): -0.01, atom 5 (C): -0.31, atom 6 (C): 0.20, atom 7 (O): -0.69, atom 8 (S): -0.06, atom 9 (H): 0.28, atom 10 (H): 0.25, atom 11 (H): 0.50

***

(3)
Formula: C5H3F
Source: the Open Molecules 2025 dataset
Level of theory: ωB97M-V/def2-TZVPD

Its LUMO energy is 0.7 eV. As for the SMILES: C=C=C1C=C1F. The highest occupied orbital energy comes out at -8.24 eV. The gap between HOMO and LUMO is 0.330 hartree. The value obtained for the relative energy (zero: lowest compared OMol25 entry of this formula, charge and spin) is 1.748 eV.

ORCA input file:
```
! RIJCOSX wB97M-V def2-TZVPD def2/J DEFGRID3
* xyz 0 1
C 0.894 -1.061 -0.019
C -0.082 -0.225 0.005
C -1.226 0.371 0.057
C -2.446 1.295 0.084
C -2.644 0.005 -0.050
F -3.497 -0.996 -0.027
H 1.503 -1.494 -0.790
H 0.948 -1.414 1.025
H -2.674 2.317 0.230
*
```

Taken from the natural (NBO) analysis, the atomic charges in e are: atom 1 (C): -0.46, atom 2 (C): -0.03, atom 3 (C): -0.12, atom 4 (C): -0.26, atom 5 (C): 0.46, atom 6 (F): -0.27, atom 7 (H): 0.22, atom 8 (H): 0.21, atom 9 (H): 0.24

***

(4)
Formula: C5H3F3
Source: the Open Molecules 2025 dataset
Level of theory: ωB97M-V/def2-TZVPD

Its LUMO energy is 0.9 eV. As for the SMILES: C#CC(CF)=C(F)F. The highest occupied orbital energy comes out at -9.30 eV. The gap between HOMO and LUMO is 0.374 hartree. The value obtained for the relative energy (zero: lowest compared OMol25 entry of this formula, charge and spin) is 1.162 eV.

ORCA input file:
```
! RIJCOSX wB97M-V def2-TZVPD def2/J DEFGRID3
* xyz 0 1
C 2.482 -0.140 0.004
C 1.282 0.046 0.000
C -0.135 0.181 0.001
C -0.924 -1.105 0.008
F -2.277 -0.883 -0.005
C -0.683 1.400 0.004
F 0.022 2.517 0.001
F -1.959 1.677 0.001
H 3.545 -0.285 -0.025
H -0.673 -1.704 -0.880
H -0.679 -1.704 0.891
*
```

Taken from the natural (NBO) analysis, the atomic charges in e are: atom 1 (C): -0.19, atom 2 (C): -0.04, atom 3 (C): -0.32, atom 4 (C): 0.07, atom 5 (F): -0.35, atom 6 (C): 0.81, atom 7 (F): -0.29, atom 8 (F): -0.28, atom 9 (H): 0.24, atom 10 (H): 0.18, atom 11 (H): 0.18

***

(5)
Formula: C5H3F6N2O2
Source: the Open Molecules 2025 dataset
Level of theory: ωB97M-V/def2-TZVPD

Its LUMO energy (spin up / spin down) is 2.9 / 2.9 eV. The highest occupied orbital energy (spin up / spin down) comes out at -5.19 / -5.19 eV. The gap between HOMO and LUMO (spin up / spin down) is 0.298 / 0.298 hartree. The value obtained for the relative energy (zero: lowest compared OMol25 entry of this formula, charge and spin) is 1.838 eV.

ORCA input file:
```
! RIJCOSX wB97M-V def2-TZVPD def2/J DEFGRID3
* xyz -1 1
C -0.482 2.343 -0.252
C -0.607 0.981 0.530
C -1.568 -0.058 -0.062
C -0.940 -1.553 0.022
C 2.360 -0.152 0.237
N 0.995 -0.466 0.353
N 0.500 -1.505 -0.238
O 0.542 2.569 -0.915
O -1.592 2.854 0.003
F -0.697 1.210 1.898
F -2.757 -0.111 0.544
F -1.868 0.222 -1.339
F -1.057 -1.912 1.370
F -1.617 -2.533 -0.586
F 0.630 -1.827 -2.010
H 3.046 -0.768 0.996
H 2.633 -0.235 -0.870
H 2.478 0.942 0.322
*
```

Taken from the natural (NBO) analysis, the atomic charges in e are: atom 1 (C): 0.71, atom 2 (C): 0.45, atom 3 (C): 0.54, atom 4 (C): 0.75, atom 5 (C): -0.46, atom 6 (N): -0.21, atom 7 (N): 0.02, atom 8 (O): -0.69, atom 9 (O): -0.66, atom 10 (F): -0.32, atom 11 (F): -0.31, atom 12 (F): -0.30, atom 13 (F): -0.34, atom 14 (F): -0.29, atom 15 (F): -0.58, atom 16 (H): 0.20, atom 17 (H): 0.24, atom 18 (H): 0.24

***

(6)
Formula: C5H3FOS
Source: the Open Molecules 2025 dataset
Level of theory: ωB97M-V/def2-TZVPD

Its LUMO energy is -0.6 eV. As for the SMILES: Fc1cccoc1=S. The highest occupied orbital energy comes out at -8.49 eV. The gap between HOMO and LUMO is 0.291 hartree. The value obtained for the relative energy (zero: lowest compared OMol25 entry of this formula, charge and spin) is 0.474 eV.

ORCA input file:
```
! RIJCOSX wB97M-V def2-TZVPD def2/J DEFGRID3
* xyz 0 1
F -1.623 1.946 0.074
C -0.832 0.880 -0.031
C 0.513 1.069 -0.030
C 1.397 -0.025 -0.037
C 0.796 -1.243 0.065
O -0.543 -1.464 0.055
C -1.423 -0.394 -0.014
S -3.022 -0.606 -0.017
H 0.883 2.059 -0.022
H 2.511 -0.049 -0.033
H 1.343 -2.173 -0.008
*
```

Taken from the natural (NBO) analysis, the atomic charges in e are: atom 1 (F): -0.29, atom 2 (C): 0.31, atom 3 (C): -0.21, atom 4 (C): -0.33, atom 5 (C): 0.20, atom 6 (O): -0.42, atom 7 (C): 0.09, atom 8 (S): -0.04, atom 9 (H): 0.24, atom 10 (H): 0.25, atom 11 (H): 0.20

***

(7)
Formula: C5H3FOS
Source: the Open Molecules 2025 dataset
Level of theory: ωB97M-V/def2-TZVPD

Its LUMO energy is -0.7 eV. As for the SMILES: Fc1cccoc1=S. The highest occupied orbital energy comes out at -8.75 eV. The gap between HOMO and LUMO is 0.297 hartree. The value obtained for the relative energy (zero: lowest compared OMol25 entry of this formula, charge and spin) is 0.926 eV.

ORCA input file:
```
! RIJCOSX wB97M-V def2-TZVPD def2/J DEFGRID3
* xyz 0 1
F 0.584 2.086 0.100
C -0.158 0.955 -0.002
C -1.504 1.062 0.026
C -2.220 -0.173 -0.184
C -1.591 -1.344 -0.089
O -0.250 -1.414 0.308
C 0.554 -0.302 0.081
S 2.111 -0.530 -0.129
H -2.056 2.023 -0.020
H -3.325 0.027 -0.422
H -2.146 -2.206 0.154
*
```

Taken from the natural (NBO) analysis, the atomic charges in e are: atom 1 (F): -0.31, atom 2 (C): 0.33, atom 3 (C): -0.23, atom 4 (C): -0.30, atom 5 (C): 0.14, atom 6 (O): -0.44, atom 7 (C): 0.07, atom 8 (S): 0.03, atom 9 (H): 0.24, atom 10 (H): 0.24, atom 11 (H): 0.21

***

(8)
Formula: C5H3N
Source: the Open Molecules 2025 dataset
Level of theory: ωB97M-V/def2-TZVPD

Its LUMO energy is -0.1 eV. The highest occupied orbital energy comes out at -9.47 eV. The gap between HOMO and LUMO is 0.343 hartree. The value obtained for the relative energy (zero: lowest compared OMol25 entry of this formula, charge and spin) is 1.894 eV.

ORCA input file:
```
! RIJCOSX wB97M-V def2-TZVPD def2/J DEFGRID3
* xyz 0 1
C 1.053 -1.255 -1.013
C 1.375 -1.740 -2.080
C 3.195 -2.258 -3.711
C 0.100 0.470 0.170
C 0.048 -0.814 -0.150
N 2.210 -2.092 -3.040
H -0.525 1.011 0.888
H 0.813 1.015 -0.403
H -0.473 -1.713 0.287
*
```

Taken from the natural (NBO) analysis, the atomic charges in e are: atom 1 (C): 0.01, atom 2 (C): 0.14, atom 3 (C): 0.37, atom 4 (C): -0.32, atom 5 (C): -0.28, atom 6 (N): -0.57, atom 7 (H): 0.21, atom 8 (H): 0.20, atom 9 (H): 0.24

***

(9)
Formula: C5H3N
Source: the Open Molecules 2025 dataset
Level of theory: ωB97M-V/def2-TZVPD

Its LUMO energy is 0.0 eV. The highest occupied orbital energy comes out at -9.64 eV. The gap between HOMO and LUMO is 0.355 hartree. The value obtained for the relative energy (zero: lowest compared OMol25 entry of this formula, charge and spin) is 3.098 eV.

ORCA input file:
```
! RIJCOSX wB97M-V def2-TZVPD def2/J DEFGRID3
* xyz 0 1
C 1.326 0.549 -0.547
C -0.925 0.494 0.430
C 0.015 -0.010 -0.621
C -0.162 -0.879 0.613
C -0.078 0.089 1.592
N 2.396 0.924 -0.699
H -1.868 1.060 0.067
H -0.322 -0.299 -1.530
H -0.380 -1.929 0.694
*
```

Taken from the natural (NBO) analysis, the atomic charges in e are: atom 1 (C): 0.25, atom 2 (C): -0.22, atom 3 (C): -0.33, atom 4 (C): -0.23, atom 5 (C): 0.06, atom 6 (N): -0.29, atom 7 (H): 0.27, atom 8 (H): 0.24, atom 9 (H): 0.25

***

(10)
Formula: C5H3N4P
Source: the Open Molecules 2025 dataset
Level of theory: ωB97M-V/def2-TZVPD

Its LUMO energy is -0.8 eV. The highest occupied orbital energy comes out at -9.98 eV. The gap between HOMO and LUMO is 0.338 hartree. The value obtained for the relative energy (zero: lowest compared OMol25 entry of this formula, charge and spin) is 0.068 eV.

ORCA input file:
```
! RIJCOSX wB97M-V def2-TZVPD def2/J DEFGRID3
* xyz 0 1
C 4.606 0.583 0.192
C 1.820 1.762 0.211
C 3.409 -0.063 0.009
C 2.126 0.383 0.032
C -0.195 -0.079 0.093
N 5.621 1.047 0.264
N 1.443 2.831 0.295
N 3.280 -1.969 -0.239
N 1.108 -0.540 -0.120
P 1.709 -2.156 -0.289
H -0.724 -0.747 0.673
H -0.334 0.961 0.654
H -0.815 0.204 -0.843
*
```

Taken from the natural (NBO) analysis, the atomic charges in e are: atom 1 (C): 0.19, atom 2 (C): 0.24, atom 3 (C): 0.08, atom 4 (C): 0.05, atom 5 (C): -0.44, atom 6 (N): -0.22, atom 7 (N): -0.23, atom 8 (N): -0.83, atom 9 (N): -0.67, atom 10 (P): 1.17, atom 11 (H): 0.22, atom 12 (H): 0.24, atom 13 (H): 0.21